Run i
Computed, not measured: a single C3HN3O molecule, with the ωB97M-V functional and the def2-TZVPD basis.

Calculated values
LUMO level in eV: 0.0
Total charge: 0

Element x y z (Å)
N -1.36 1.61 1.51
C -0.80 0.91 0.82
C 0.19 -0.02 -0.27
C -0.61 -0.53 -1.34
N -1.30 -0.96 -2.14
N 1.17 -0.80 0.39
O 1.48 0.38 -0.36
H 1.22 -0.59 1.39

=====

Run ii
Computed, not measured: a single C3HN3O molecule, with the ωB97M-V functional and the def2-TZVPD basis.

Calculated values
LUMO level (alpha / beta) in eV: -1.3 / -1.3
Total charge: 0

Element x y z (Å)
C -0.57 1.73 -3.33
C 0.28 1.27 -1.23
C 0.41 2.13 -2.31
N -1.33 1.41 -4.12
N 0.02 0.40 -0.48
N -0.41 -0.52 0.16
O 1.17 3.06 -2.45
H 0.04 -0.72 1.05

=====

Run iii
Computed, not measured: a single C3HN3O molecule, with the ωB97M-V functional and the def2-TZVPD basis.

Calculated values
LUMO level in eV: -0.6
Total charge: 0

Element x y z (Å)
N 2.62 -0.32 -0.32
C 1.52 -0.30 0.04
C 0.11 -0.17 0.07
C -0.60 1.09 -0.02
O -1.81 1.16 0.02
N -1.30 -2.15 0.19
N -0.60 -1.27 0.13
H 0.06 1.97 -0.10

=====

Computed stability ranking, most favorable first: run iii, run ii, run i

=====

Run i
Computed, not measured: a gas-phase ion, C9H15N4 (charge +1), with the ωB97M-V functional and the def2-TZVPD basis.

Calculated values
LUMO level in eV: -2.9
Total charge: +1

Element x y z (Å)
H 2.68 -0.50 0.14
N 2.17 -1.08 0.75
C 1.01 -1.10 1.16
N 0.41 -1.85 2.06
N -0.19 0.00 0.67
C -0.51 -0.29 -0.67
C -0.18 -1.55 -1.16
C -0.26 -1.93 -2.48
C -1.05 -1.16 -3.37
C -1.51 0.05 -2.91
C -1.24 0.49 -1.61
N -0.13 1.36 1.05
C 1.10 2.20 0.78
C -0.31 1.29 2.53
H 0.89 -2.62 2.51
H -0.63 -1.89 2.08
H 0.34 -2.24 -0.61
H 0.04 -2.90 -2.66
H -1.24 -1.45 -4.43
H -1.93 0.70 -3.67
H -1.59 1.48 -1.40
H -0.92 1.88 0.54
H 2.01 1.57 0.97
H 1.21 2.30 -0.42
H 0.94 3.15 1.34
H -1.19 0.75 2.88
H 0.70 1.04 2.97
H -0.60 2.28 2.97

=====

Run ii
Computed, not measured: 2 unconnected molecules or ions with the total composition C9H15N4, with the ωB97M-V functional and the def2-TZVPD basis.

Calculated values
LUMO level in eV: -3.2
Total charge: +1

Element x y z (Å)
C -1.43 -1.69 1.37
C -3.52 0.34 -0.19
C 2.58 0.47 -1.14
C 2.49 1.00 0.30
C 1.24 -0.21 -1.54
C 2.08 -0.08 1.33
C 1.00 -1.34 -0.45
C -0.28 -0.94 1.73
C 0.83 -0.72 0.95
N -2.32 -2.27 0.92
N -2.84 1.28 -0.15
N -4.12 -0.76 -0.17
N -2.15 2.35 -0.62
H 2.65 1.41 -1.69
H 3.53 -0.19 -1.12
H 3.45 1.40 0.59
H 1.81 1.95 0.48
H 0.32 0.28 -1.60
H 1.27 -0.78 -2.39
H 2.68 -0.96 1.51
H 1.96 0.21 2.33
H 0.12 -1.88 -0.94
H 1.95 -1.86 -0.60
H -0.45 -0.64 2.71
H -5.06 -0.73 -0.49
H -3.39 -1.47 0.31
H -2.56 2.77 -1.42
H -1.86 3.08 -0.01

=====

Computed stability ranking, most favorable first: run i, run ii

=====

Run i
Computed, not measured: 17 unconnected molecules or ions with the total composition H33O17, with the ωB97M-V functional and the def2-TZVPD basis.

Calculated values
LUMO level in eV: 2.4
Total charge: -1

Element x y z (Å)
O 1.78 3.66 1.94
H 1.93 4.04 1.07
H 1.39 2.80 1.79
O 4.42 1.64 -2.85
H 5.31 1.68 -3.17
H 4.00 0.81 -2.64
O -0.08 0.05 -2.69
H 0.21 -0.18 -1.62
H 0.48 -0.63 -3.07
O -2.82 -2.89 0.91
H -3.04 -2.27 1.61
H -2.77 -2.20 0.20
O -1.25 1.06 2.43
H -0.54 0.53 2.82
O -0.45 -1.62 2.17
H -1.12 -1.23 2.74
H -0.82 -2.13 1.45
O 1.75 1.87 -3.71
H 1.21 1.06 -3.58
H 2.47 1.64 -3.13
O 1.68 -0.09 1.28
H 2.39 -0.60 0.90
H -0.65 1.44 1.76
O -1.21 -4.86 -0.51
H -0.43 -4.34 -0.32
H -1.90 -4.49 0.05
O -2.20 2.31 -2.32
H -2.90 1.85 -1.87
H -1.45 1.73 -2.52
O -2.94 -1.22 3.44
H -2.85 -0.63 2.67
H -2.72 -0.57 4.12
O -1.74 -5.06 2.92
H -1.79 -5.21 1.97
H -1.84 -4.11 2.96
O -2.57 -0.71 -0.65
H -2.00 -0.99 -1.38
H -1.97 -0.32 0.00
O -0.42 2.94 0.62
H -0.69 3.85 0.78
H -1.27 2.48 0.57
O 0.10 -1.07 -0.55
H 0.45 -1.89 -0.92
H 0.90 -0.59 1.01
O 2.10 4.43 -1.52
H 1.15 4.57 -1.45
H 2.17 3.50 -1.77
O 3.81 -0.15 -0.94
H 2.83 -0.11 -0.91
H 3.91 0.21 -0.05

=====

Run ii
Computed, not measured: 17 unconnected molecules or ions with the total composition H33O17, with the ωB97M-V functional and the def2-TZVPD basis.

Calculated values
LUMO level in eV: 1.7
Total charge: -1

Element x y z (Å)
O 2.95 4.88 2.00
H 2.33 4.39 1.41
H 2.42 5.18 2.74
O 2.32 -2.51 -2.73
H 1.57 -2.72 -3.30
H 2.16 -1.56 -2.72
O -0.19 0.27 -4.73
H -0.19 -0.65 -3.74
H -0.86 0.95 -4.63
O -5.26 -0.25 2.36
H -5.06 -1.14 2.00
H -6.14 -0.26 1.98
O -0.50 -3.54 -0.57
H 0.19 -2.90 -0.97
O 4.41 -3.22 3.02
H 4.09 -3.92 2.43
H 4.42 -2.35 2.60
O 1.49 1.13 -3.13
H 0.80 0.67 -3.88
H 2.13 0.44 -3.30
O 1.01 0.42 -0.52
H 0.83 -0.44 -0.99
H -0.47 -4.07 -1.39
O 1.72 -4.65 0.65
H 1.96 -3.70 0.57
H 0.81 -4.44 0.33
O -4.51 0.67 -0.96
H -4.89 0.02 -0.38
H -3.59 0.84 -0.76
O -4.16 3.08 2.89
H -3.71 2.27 2.66
H -4.46 3.79 2.35
O 1.00 0.96 4.08
H 1.13 1.65 3.41
H 0.19 0.58 3.70
O -5.44 3.06 0.13
H -5.72 2.32 0.67
H -4.88 2.75 -0.57
O -1.17 1.75 -0.72
H -0.23 1.65 -0.46
H -1.09 1.54 -1.71
O -0.22 -1.80 -3.40
H -0.27 -2.20 -4.27
H 0.97 0.83 -1.41
O 4.75 0.75 -2.10
H 3.79 0.81 -1.90
H 4.64 0.08 -2.80
O 3.26 -0.34 5.61
H 3.20 -1.19 5.19
H 2.48 0.16 5.28

=====

Run iii
Computed, not measured: 17 unconnected molecules or ions with the total composition H33O17, with the ωB97M-V functional and the def2-TZVPD basis.

Calculated values
LUMO level in eV: 1.9
Total charge: -1

Element x y z (Å)
O -0.26 -2.00 -0.12
H -0.82 -1.29 0.24
H -0.46 -2.93 -0.23
O 1.25 -1.42 -3.25
H 0.79 -0.70 -2.67
H 1.85 -2.07 -2.85
O 1.75 1.60 1.26
H 1.70 0.65 1.60
H 1.18 1.69 0.47
O 3.69 0.18 4.55
H 3.40 -0.11 3.71
H 3.12 -0.46 5.05
O 3.14 -2.89 -0.42
H 2.14 -2.54 -0.44
O 0.23 1.15 -0.85
H -1.68 3.80 0.26
H -0.36 1.75 -0.65
O -1.75 -0.55 4.18
H -1.51 -1.11 3.40
H -1.61 0.24 4.06
O 2.25 5.11 -0.15
H 1.91 5.27 -1.03
H 3.66 -2.94 0.39
O -3.43 3.85 -2.47
H -3.41 4.03 -1.44
H -2.62 4.27 -2.92
O -0.04 4.05 -3.84
H 0.37 3.47 -3.18
H 0.69 4.72 -3.89
O 0.61 -1.23 4.78
H -0.19 -0.95 5.19
H 0.30 -1.74 3.98
O 0.20 -0.66 2.17
H -0.43 -0.23 1.64
H 0.62 -1.28 1.59
O -1.66 0.20 0.67
H -2.29 0.60 1.20
H -0.01 0.26 -0.24
O -1.66 -1.27 -3.32
H -1.85 -2.19 -3.20
H -1.09 -0.96 -2.62
O -0.70 3.60 0.12
H -0.55 3.97 1.04
H 2.25 4.16 0.15
O -0.84 -4.78 -3.51
H -1.07 -5.02 -2.58
H 0.15 -4.83 -3.47
O -1.89 -4.19 -1.01
H -2.17 -3.90 0.03
H -2.87 -4.37 -1.38

=====

Run iv
Computed, not measured: 17 unconnected molecules or ions with the total composition H33O17, with the ωB97M-V functional and the def2-TZVPD basis.

Calculated values
LUMO level in eV: 2.2
Total charge: -1

Element x y z (Å)
O -4.01 1.56 -3.51
H -3.72 0.76 -3.97
H -3.49 1.85 -2.75
O -0.06 0.89 -4.54
H -0.26 1.73 -4.98
H -0.14 0.94 -3.63
O 3.38 1.76 3.78
H 2.79 0.99 3.64
H 3.68 2.07 2.89
O -3.10 -0.62 1.80
H -3.82 -0.01 2.08
H -2.91 -0.27 0.91
O -0.41 -0.65 0.72
H 0.50 1.19 5.71
O -0.92 -0.86 3.57
H 2.73 2.03 -1.33
H -0.32 -0.28 3.06
O -3.54 -1.30 -0.57
H 2.76 -4.08 -0.25
H -3.48 -1.69 0.32
O 1.29 3.09 -3.54
H 2.22 2.95 -3.41
H -0.83 -0.91 -0.14
O 2.16 -4.77 -0.14
H -4.14 -1.86 -1.12
H 1.36 -4.11 0.03
O 4.84 1.79 -3.86
H 4.41 1.25 -4.58
H 4.45 1.46 -2.97
O -1.97 2.02 -1.01
H -1.80 2.70 -1.68
H -3.73 -2.47 2.93
O 1.34 1.81 6.04
H 1.16 2.67 5.59
H 0.36 -0.01 0.24
O -3.08 -2.73 3.56
H -2.32 -2.28 3.28
H -1.61 -0.66 2.85
O -1.04 -3.10 0.50
H -1.01 -3.77 1.29
H -0.33 -2.47 0.84
O 3.30 1.26 -1.40
H 2.87 0.70 -0.79
H 0.81 2.71 -2.85
O 0.92 1.28 -0.44
H -1.06 1.81 -0.67
H 0.57 2.02 -0.09
O 1.72 -2.44 -0.31
H 1.11 -1.72 -0.25
H 2.39 -2.21 -0.85

=====

Computed stability ranking, most favorable first: run i, run ii, run iv, run iii

=====

Run i
Computed, not measured: a molecular structure, C2H6N4, with the ωB97M-V functional and the def2-TZVPD basis.

Calculated values
LUMO level in eV: 0.2
Total charge: 0

Element x y z (Å)
C 1.19 -0.79 0.08
C -1.28 -0.74 -0.08
H -0.35 1.74 -0.80
H 1.37 1.33 0.26
H 1.09 -1.89 0.81
H 2.84 -0.66 -0.61
H -1.47 -1.78 -0.25
H -3.01 -0.40 -0.30
N 0.08 1.38 0.28
N 0.01 -0.18 0.41
N 2.17 0.11 -0.36
N -2.26 0.22 -0.20

=====

Run ii
Computed, not measured: 2 unconnected molecules or ions with the total composition C2H6N4, with the ωB97M-V functional and the def2-TZVPD basis.

Calculated values
LUMO level in eV: 0.8
Total charge: 0

Element x y z (Å)
C 0.92 0.07 0.82
C -1.30 -0.18 -0.48
N 0.41 1.34 -0.99
N 3.15 -0.30 -1.11
N 2.95 -0.58 -0.06
N 0.09 0.36 -0.05
H 0.58 -0.79 1.51
H -1.81 -0.82 0.10
H -1.14 -0.83 -1.46
H -1.92 0.76 -0.66
H -0.38 1.26 -1.53
H 1.31 1.35 -1.26

=====

Computed stability ranking, most favorable first: run ii, run i

=====

Run i
Computed, not measured: a gas-phase ion, C8H6NO2S (charge -1), with the ωB97M-V functional and the def2-TZVPD basis.

Calculated values
LUMO level in eV: 3.5
Total charge: -1

Element x y z (Å)
O 1.25 -3.30 -1.75
C 0.81 -2.21 -1.39
N -0.38 -1.72 -1.93
C -1.13 -0.78 -1.48
S -2.38 0.18 -1.86
C -0.60 -0.56 0.32
C -1.20 0.60 1.00
C -0.21 1.64 1.37
C 0.99 1.75 0.81
C 1.49 0.68 0.03
C 0.81 -0.44 -0.04
O 1.51 -1.41 -0.57
H -0.86 -1.47 0.66
H -1.81 0.19 1.89
H -1.90 1.12 0.34
H -0.48 2.40 2.15
H 1.67 2.59 1.06
H 2.42 0.73 -0.61

=====

Run ii
Computed, not measured: a gas-phase ion, C8H6NO2S (charge -1), with the ωB97M-V functional and the def2-TZVPD basis.

Calculated values
LUMO level in eV: 3.5
Total charge: -1

Element x y z (Å)
O -2.01 -1.07 3.91
C -1.52 -1.10 2.82
N -2.16 -1.80 1.78
C -1.50 -2.17 0.73
S -1.97 -3.40 -0.33
C 0.03 -1.51 0.40
C 0.19 -1.18 -1.05
C -0.01 0.07 -1.52
C -0.34 1.21 -0.65
C -0.54 1.02 0.68
C 0.10 -0.32 1.24
O -0.32 -0.57 2.62
H 0.73 -2.17 0.75
H 0.58 -2.01 -1.76
H 0.17 0.22 -2.67
H -0.62 2.10 -1.17
H -0.93 1.47 1.60
H 1.17 -0.14 1.44

=====

Computed stability ranking, most favorable first: run ii, run i